ORCA calculation (ωB97M-V/def2-TZVPD) on a single C6H11F2NO2 molecule.

Each line ends with the Löwdin charge.
Element x y z (Å)
C  -2.62725  -0.29070  0.62937  -0.030
C  -1.56336  -0.12823  -0.50009  -0.265
N  -0.89003  -1.39359  -0.92574  -0.004
C  0.19744  -1.84090  -0.07642  -0.168
C  1.38395  -0.93670  -0.27870  -0.302
O  2.21059  -0.86579  0.89918  -0.023
C  0.92147  0.44549  -0.70673  -0.269
O  1.87390  1.42181  -0.41220  0.030
C  -0.43727  0.77510  -0.07430  -0.463
F  -0.22794  0.69846  1.29689  0.069
F  -0.72920  2.06717  -0.32012  0.115
H  -2.88406  0.71227  0.99939  0.089
H  -3.46343  -0.85686  0.19008  0.081
H  -2.31805  -0.86687  1.51948  0.081
H  -2.07614  0.31705  -1.34974  0.150
H  -1.67596  -2.02047  -0.84657  0.105
H  -0.07999  -2.00565  0.96980  0.127
H  0.54830  -2.81822  -0.42353  0.129
H  1.99905  -1.26269  -1.14709  0.168
H  1.67636  -0.34289  1.53109  0.102
H  0.66679  0.36934  -1.80598  0.181
H  2.52581  1.04684  0.19764  0.097

Cartesian forces (eV/Å) of the 6 atoms listed first:
C 0.4 -0.3 -0.2
C 0.7 -0.7 1.2
N -1.7 0.4 -0.1
C 0.1 -1.2 -0.3
C 0.8 0.4 -0.1
O -0.6 0.4 -0.4

Values from the calculation:
* strongest force on any atom: 1.72 eV Å⁻¹
* SMILES: C[C@@H]1NC[C@H](O)[C@H](O)C1(F)F
* charge: 0
* LUMO: 0.777 eV
* orbital gap: 10.3756 eV